Entry from OMol25: a structure of composition C49H32Cl3F15GeN7O6RbS3 in a non-equilibrium geometry (the ωB97M-V functional and the def2-TZVPD basis).

The geometry in ORCA input format:
```
! wB97M-V def2-TZVPD RIJCOSX def2/J DEFGRID3
* xyz -2 1
Rb 11.5996 17.0432 13.2856
C 6.7770 15.4276 16.5791
C 8.1159 15.7939 16.0283
N 8.1972 16.4747 14.9319
O 6.9423 16.7418 14.4336
C 9.3840 15.3548 16.6535
C 9.4758 14.2122 17.6553
N 10.5153 15.9531 16.2854
O 11.4508 16.0049 17.0727
H 6.5313 14.4922 15.9971
H 6.0741 16.2208 16.3471
H 6.7487 15.2082 17.6600
H 7.0871 16.8439 13.4731
H 8.7682 14.4373 18.5141
H 10.4984 14.0900 18.0113
H 9.1955 13.2542 17.2335
S 16.5740 23.2826 15.5966
C 17.2178 22.7540 17.1165
C 17.0379 21.4091 17.3340
C 16.4585 20.7436 16.2128
C 16.1380 21.6634 15.1818
C 15.3213 21.4114 14.0246
C 15.0523 20.1125 13.5262
N 14.1340 19.8880 12.5787
C 13.4232 20.9139 12.0917
C 13.8385 22.2815 12.2658
C 13.2232 23.3123 11.5089
C 12.0102 23.1654 10.8502
C 11.5053 21.8246 10.7519
C 10.4290 21.5088 9.8621
C 10.1368 20.1861 9.5725
C 10.8804 19.1699 10.2376
N 11.7943 19.4711 11.1048
C 12.2577 20.7174 11.2539
C 8.8448 19.8011 8.9791
C 8.2423 18.5730 9.2566
C 6.9461 18.4834 8.7535
C 6.5754 19.6614 8.1883
S 7.8175 20.8928 8.0402
C 14.7721 22.4999 13.2963
H 17.8404 23.4367 17.6818
H 17.2643 20.9662 18.3072
H 16.3253 19.6555 16.2065
H 15.5924 19.2346 13.8941
H 13.7238 24.2461 11.4907
H 11.4741 23.9851 10.3109
H 9.8019 22.2727 9.4010
H 10.7537 18.0682 10.0949
H 8.7243 17.8434 9.8832
H 6.2877 17.6542 8.8397
H 5.6194 19.8154 7.7390
H 15.1008 23.4918 13.5461
H 9.5005 5.0346 3.1644
O 14.8014 16.0741 16.6649
N 13.9400 15.3919 16.3838
Cl 11.1526 22.8780 18.6144
C 9.6126 22.5709 19.2803
Cl 9.0300 20.9594 19.4636
Cl 8.4682 23.7924 18.6186
C 11.0935 19.3007 15.8044
O 10.0311 19.0768 16.2326
O 12.1432 19.5031 15.2128
F 13.6360 11.9604 17.5040
C 14.9299 12.5251 17.5388
C 15.7023 12.5336 16.3708
C 17.0735 12.4759 16.6076
F 17.8757 12.3706 15.5189
C 17.6741 12.4930 17.8624
F 18.9698 12.2392 18.0401
C 16.8207 12.7818 18.9624
F 17.3427 13.2120 20.1036
C 15.4431 12.7487 18.8014
F 14.6183 12.7898 19.8748
Ge 14.8113 13.0047 14.6850
S 14.0183 15.0042 14.3553
C 13.3754 11.6765 14.8082
C 12.0587 12.0253 14.7011
F 11.6102 13.3080 14.5984
C 11.0555 11.0865 14.8353
F 9.8116 11.5148 15.0569
C 11.4109 9.7396 14.8527
F 10.4319 8.8443 14.7737
C 12.7513 9.3875 14.9343
F 13.0745 8.0595 14.9028
C 13.7017 10.3618 14.9319
F 15.0130 9.9809 15.0149
C 15.8437 12.6244 13.0785
C 15.4982 11.6548 12.1282
F 14.5478 10.7265 12.4207
C 16.1577 11.5602 10.9102
F 15.8963 10.4858 10.1285
C 17.1998 12.4042 10.5591
F 17.9530 12.2789 9.4574
C 17.6056 13.3028 11.5172
F 18.6352 14.1273 11.2312
C 16.9398 13.3920 12.7224
F 17.4329 14.3074 13.6225
C 9.7801 14.1169 9.9446
N 10.7841 14.2848 8.8720
C 10.8572 13.2559 7.8043
C 11.7524 15.1666 9.0678
O 11.8868 16.0257 9.9901
N 12.7714 15.1657 7.9829
C 13.9770 14.6389 8.1825
C 12.8415 16.5201 7.3109
H 10.1190 13.3026 10.5438
H 8.8073 13.8424 9.4752
H 9.7696 15.0511 10.5750
H 9.9089 12.6924 7.8490
H 11.7363 12.5662 7.9252
H 10.8722 13.7761 6.8160
H 10.1567 4.6210 3.4100
H 14.2203 14.2246 9.1701
H 14.6511 14.6312 7.2922
H 13.1421 16.2862 6.2729
H 13.4583 17.3176 7.7595
H 11.8114 16.9180 7.3136
*
```

Calculated values
relative energy (zero: lowest compared OMol25 entry of this formula, charge and spin): 0.0 kcal per mole
total energy: -8894.809731 a.u.
HOMO (alpha / beta): 0.152 / 0.152 eV
Kohn-Sham gap (alpha / beta): 1.73 / 1.73 eV